{"formula": "CH2O3S", "method": "ωB97M-V/def2-TZVPD", "species": ["C", "O", "O", "O", "S", "H", "H"], "coordinates": [[-0.3538, -0.1787, 0.1575], [2.3922, -0.5396, 0.4163], [0.1469, 1.0674, 0.0118], [-1.4955, -0.2548, -0.5999], [1.3480, -0.0874, -0.4848], [-0.3775, -0.7170, 1.1311], [-1.6603, 0.7101, -0.6320]], "forces_ev_per_a": [[-0.4, -1.4, 0.0], [-0.5, 0.5, 0.5], [1.9, 1.1, 1.6], [0.1, 0.1, 0.4], [-0.3, -0.3, -1.4], [-0.1, 0.7, -0.4], [-0.7, -0.6, -0.7]], "nbo_charge": [0.19, -0.87, -0.65, -0.68, 1.35, 0.18, 0.49], "fmax_ev_per_a": 2.8, "e_homo_ev": -9.966, "lumo_energy_ev": 0.38, "multiplicity": 1, "mol_weight_da": 94.1, "relative_energy_kcal_mol": 24.48, "energy_ev": -18044.792}